No. 1
Here is a molecular structure, C17H18BN7O2PtS2 in a non-equilibrium geometry from the Open Molecules 2025 dataset. Energies are from ωB97M-V/def2-TZVPD.

Values from the calculation:
LUMO level (alpha / beta) = -0.3226 / -0.4154 hartree
⟨S²⟩ = 2.044
Net charge = +2
Strongest force on any atom = 4.807 eV/A
Molecular weight = 622.40 g/mol
Frontier orbital gap (alpha / beta) = 6.190 / 3.622 eV
2S+1 = 3

CARTESIAN COORDINATES (ANGSTROEM)
C (-1.181, -2.088, 2.479)
N (-1.680, -1.620, 1.313)
N (-2.980, -2.015, 1.149)
C (-3.270, -2.837, 2.175)
C (-2.163, -2.901, 3.028)
B (-3.820, -1.516, -0.056)
N (-3.519, 0.022, -0.194)
N (-2.226, 0.476, -0.160)
C (-2.220, 1.814, -0.292)
C (-3.530, 2.222, -0.505)
C (-4.326, 1.082, -0.454)
Pt (-0.531, -0.766, -0.110)
N (-3.048, -2.082, -1.292)
N (-1.740, -1.736, -1.485)
C (-1.334, -2.189, -2.684)
C (-2.398, -2.884, -3.254)
C (-3.468, -2.789, -2.366)
H (-0.318, -1.971, -2.991)
H (-4.487, -3.148, -2.368)
H (-2.386, -3.401, -4.195)
H (-4.990, -1.772, 0.013)
H (-5.383, 0.952, -0.603)
H (-4.232, -3.310, 2.212)
H (-3.846, 3.229, -0.678)
H (-2.048, -3.453, 3.941)
H (-1.298, 2.372, -0.188)
H (-0.183, -1.773, 2.770)
H (0.258, 1.080, -1.899)
C (0.812, 2.032, -2.056)
H (0.378, 2.556, -2.922)
H (0.768, 2.653, -1.146)
H (1.859, 1.787, -2.254)
O (3.053, 1.942, 3.931)
S (2.808, 2.191, 2.539)
O (2.388, 3.522, 2.174)
N (1.784, 0.997, 1.832)
C (2.399, 0.331, 0.897)
S (1.609, -0.879, -0.126)
C (3.811, 0.714, 0.681)
C (4.733, 0.274, -0.278)
C (5.972, 0.925, -0.385)
C (6.312, 2.003, 0.458)
C (5.401, 2.426, 1.437)
C (4.181, 1.754, 1.537)
H (4.468, -0.570, -0.924)
H (6.688, 0.594, -1.144)
H (7.286, 2.491, 0.342)
H (5.636, 3.258, 2.099)

Mulliken population analysis, charges in e, atoms 1 to 5:
1 C 0.01
2 N -0.13
3 N -0.04
4 C -0.08
5 C -1.08

***

No. 2
Here is 2 unconnected molecules or ions with the total composition C4H13NS in a non-equilibrium geometry from the Open Molecules 2025 dataset. Energies are from ωB97M-V/def2-TZVPD.

Values from the calculation:
LUMO level = -0.0004 hartree
Energy above the lowest of the compared OMol25 structures with the same formula, charge and spin = 3.426 eV
SMILES = CCN.CCS
Strongest force on any atom = 5.791 eV/A
Molecular weight = 107.22 g/mol
Frontier orbital gap = 8.724 eV

CARTESIAN COORDINATES (ANGSTROEM)
C (1.017, 2.229, -1.223)
C (-0.428, 1.636, -1.018)
S (-0.976, 0.488, -2.525)
H (1.665, 2.142, -0.328)
H (0.698, 3.281, -1.391)
H (1.519, 1.846, -2.142)
H (-1.145, 2.396, -0.857)
H (-0.374, 0.813, -0.299)
C (-0.314, -1.121, 2.367)
C (-0.573, -1.459, 0.884)
N (0.546, -1.847, -0.035)
H (-1.151, -0.491, 2.820)
H (-0.049, -2.125, 2.712)
H (0.700, -0.601, 2.463)
H (-1.379, -2.422, 0.890)
H (-1.137, -0.578, 0.535)
H (-0.843, -0.804, -3.115)
H (1.232, -2.436, 0.424)
H (0.991, -0.948, -0.161)

Mulliken population analysis, charges in e, atoms 1 to 5:
1 C -0.95
2 C 0.32
3 S -0.36
4 H 0.28
5 H 0.33

***

No. 3
Here is 4 unconnected molecules or ions with the total composition C18H48N4O9 in a non-equilibrium geometry from the Open Molecules 2025 dataset. Energies are from ωB97M-V/def2-TZVPD.

Values from the calculation:
LUMO level = -0.1425 hartree
Energy above the lowest of the compared OMol25 structures with the same formula, charge and spin = 0.000 eV
Net charge = +2
Strongest force on any atom = 5.323 eV/A
Molecular weight = 464.60 g/mol
Frontier orbital gap = 7.526 eV

CARTESIAN COORDINATES (ANGSTROEM)
N (-20.495, -1.383, -13.900)
O (-19.385, -1.801, -14.017)
O (-21.084, -1.042, -14.912)
O (-21.079, -1.489, -12.837)
C (-17.334, -2.565, -20.400)
O (-17.914, -2.752, -19.099)
C (-17.268, -3.676, -18.228)
C (-15.921, -3.191, -17.658)
N (-15.983, -1.695, -17.164)
H (-15.051, -1.436, -16.872)
H (-16.049, -1.137, -18.003)
C (-17.086, -1.397, -16.132)
C (-16.867, -0.038, -15.421)
O (-16.441, 1.057, -16.180)
C (-16.817, 2.373, -15.728)
H (-17.735, -3.233, -21.162)
H (-16.246, -2.621, -20.374)
H (-17.511, -1.537, -20.714)
H (-17.129, -4.625, -18.746)
H (-18.019, -3.916, -17.474)
H (-15.139, -3.252, -18.415)
H (-15.744, -3.764, -16.748)
H (-16.975, -2.156, -15.358)
H (-18.089, -1.481, -16.551)
H (-16.191, -0.193, -14.579)
H (-17.837, 0.219, -14.997)
H (-17.899, 2.505, -15.759)
H (-16.370, 3.089, -16.419)
H (-16.477, 2.507, -14.701)
C (-21.414, 3.562, -15.615)
O (-20.729, 3.101, -14.416)
C (-20.522, 4.281, -13.602)
C (-20.120, 4.006, -12.171)
N (-19.080, 2.875, -12.075)
H (-18.450, 2.933, -12.863)
H (-18.498, 2.998, -11.259)
C (-19.692, 1.440, -12.035)
C (-18.684, 0.432, -11.452)
O (-17.464, 0.368, -12.160)
C (-16.594, -0.669, -11.660)
H (-21.415, 2.784, -16.378)
H (-20.935, 4.474, -15.971)
H (-22.417, 3.772, -15.243)
H (-21.421, 4.897, -13.586)
H (-19.805, 4.944, -14.087)
H (-21.033, 3.865, -11.593)
H (-19.568, 4.878, -11.819)
H (-19.993, 1.135, -13.037)
H (-20.600, 1.490, -11.435)
H (-19.170, -0.544, -11.453)
H (-18.617, 0.559, -10.372)
H (-15.634, -0.508, -12.149)
H (-16.904, -1.689, -11.888)
H (-16.425, -0.431, -10.610)
C (-23.826, -1.638, -16.423)
O (-25.036, -1.562, -17.118)
C (-25.142, -0.497, -18.043)
C (-26.379, -0.434, -18.906)
N (-27.748, -0.515, -18.191)
H (-28.472, -0.305, -18.864)
H (-27.885, -1.449, -17.833)
C (-27.892, 0.554, -17.101)
C (-29.217, 0.441, -16.471)
O (-29.438, -0.901, -16.028)
C (-30.760, -1.191, -15.725)
H (-23.905, -1.959, -15.385)
H (-23.345, -0.661, -16.398)
H (-23.150, -2.366, -16.873)
H (-24.316, -0.720, -18.719)
H (-24.980, 0.472, -17.572)
H (-26.328, -1.415, -19.378)
H (-26.291, 0.373, -19.633)
H (-27.715, 1.560, -17.482)
H (-27.166, 0.146, -16.397)
H (-29.987, 0.734, -17.185)
H (-29.343, 1.063, -15.585)
H (-31.436, -1.414, -16.550)
H (-31.257, -0.413, -15.146)
H (-30.613, -2.103, -15.147)

Mulliken population analysis, charges in e, atoms 1 to 5:
1 N 1.01
2 O -0.58
3 O -0.69
4 O -0.69
5 C -0.75

***

No. 4
Here is 2 unconnected molecules or ions with the total composition C6H10O in a non-equilibrium geometry from the Open Molecules 2025 dataset. Energies are from ωB97M-V/def2-TZVPD.

Values from the calculation:
LUMO level = 0.0192 hartree
Energy above the lowest of the compared OMol25 structures with the same formula, charge and spin = 2.660 eV
SMILES = C=CC(=C)C=C.O
Strongest force on any atom = 2.825 eV/A
Molecular weight = 98.14 g/mol
Frontier orbital gap = 9.448 eV

CARTESIAN COORDINATES (ANGSTROEM)
C (0.237, -1.583, 0.379)
C (-0.112, -1.362, 1.650)
C (-0.234, -1.261, -2.013)
C (-0.459, -0.904, -0.743)
C (-1.758, -0.273, -0.378)
C (-2.081, 0.953, -0.770)
H (1.216, -2.026, 0.267)
H (0.379, -1.933, 2.436)
H (-1.021, -0.954, 2.069)
H (-1.073, -1.454, -2.669)
H (0.713, -1.712, -2.286)
H (-2.417, -0.932, 0.176)
H (-3.131, 1.197, -0.916)
H (-1.399, 1.691, -1.170)
H (3.358, 2.344, 1.147)
H (2.444, 3.469, 1.255)
O (3.376, 3.276, 1.424)

Mulliken population analysis, charges in e, atoms 1 to 5:
1 C -0.41
2 C -0.84
3 C -0.75
4 C 0.63
5 C -0.36